[1]
# C4H8O3

A cluster of 2 separate species, C4H8O3 in total (wB97M-V/def2-TZVPD, the OMol25 dataset).

Computed properties:
HOMO energy (eV): -10.2144
Multiplicity: 1
LUMO level (eV): 0.7080

CARTESIAN COORDINATES (ANGSTROEM)
C  -1.09  1.14  -1.20
C  -1.01  0.56  0.18
O  -1.90  0.67  0.99
C  0.34  0.01  0.62
O  1.20  -0.33  -0.47
C  2.42  -0.76  -0.10
O  2.78  -0.98  1.03
H  -1.46  0.37  -1.88
H  -0.10  1.46  -1.55
H  -1.79  1.98  -1.17
H  0.73  0.92  1.08
H  0.30  -0.79  1.36
H  3.06  -0.89  -0.98
H  -1.93  -1.38  1.16
H  -1.55  -1.97  0.92

***

[2]
# C4H7NO

A cluster of 2 separate species, C4H7NO in total (wB97M-V/def2-TZVPD, the OMol25 dataset).

Computed properties:
HOMO energy (eV): -8.3596
Multiplicity: 1
LUMO level (eV): 1.0471

CARTESIAN COORDINATES (ANGSTROEM)
C  -0.77  -1.28  -1.36
C  0.58  -0.73  -1.01
C  0.84  1.80  0.96
N  -0.05  1.04  1.45
C  -0.94  0.24  1.74
O  1.33  -1.21  -0.19
H  -0.76  -1.66  -2.39
H  -1.05  -2.08  -0.67
H  -1.52  -0.48  -1.31
H  0.87  0.18  -1.57
H  1.77  1.35  0.62
H  0.67  2.87  0.91
H  -0.98  -0.04  2.80

***

[3]
# C6H10O5

An isolated molecule of C6H10O5 in a non-equilibrium geometry (wB97M-V/def2-TZVPD, the OMol25 dataset).

Computed properties:
HOMO energy (alpha / beta) (eV): -7.3766 / -6.2391
Multiplicity: 1
LUMO level (alpha / beta) (eV): 0.4745 / 0.0668

CARTESIAN COORDINATES (ANGSTROEM)
C  -0.36  -1.47  0.41
C  -0.97  -0.98  -0.91
C  1.16  -1.23  0.53
C  -1.17  0.52  -1.00
C  -0.40  1.49  -0.22
C  1.52  -0.03  1.32
O  -1.74  1.16  0.13
O  -1.72  0.93  -2.22
O  -0.11  2.74  -0.67
O  2.54  0.80  1.02
O  1.10  0.04  2.58
H  -0.88  -0.98  1.23
H  -0.54  -2.54  0.48
H  -0.35  -1.29  -1.76
H  -1.95  -1.46  -1.02
H  1.60  -2.10  1.03
H  1.61  -1.16  -0.46
H  -2.68  0.82  -2.18
H  -0.75  3.01  -1.35
H  2.68  0.87  0.07
H  1.38  0.87  2.99

***

Calculated total energy across the listed records, respectively: -10418.7557 -7795.8546 -16617.2774 eV.
ΔE to the lowest compared entry with this formula, charge and spin across the listed records, respectively: 216.9 365.7 443.5 kJ/mol.